The following is a DFT calculation (the ωB97M-V functional and the def2-TZVPD basis) of C8H16AuBF4S4 as an isolated structure.

ORCA input file:
```
! wB97M-V def2-TZVPD RIJCOSX def2/J DEFGRID3
* xyz 2 3
Au 0.000 -0.703 -0.718
C 2.602 -0.387 1.291
C 1.413 0.188 2.051
S -0.027 -0.911 1.906
C -1.438 0.229 2.019
C -2.634 -0.311 1.246
S -2.510 -0.417 -0.572
C -2.653 1.318 -1.153
C -1.440 1.811 -1.931
S 0.000 1.776 -0.821
C 1.492 1.843 -1.858
C 2.670 1.324 -1.043
S 2.507 -0.430 -0.530
H 2.758 -1.437 1.550
H 3.511 0.153 1.556
H 1.131 1.192 1.738
H 1.665 0.215 3.116
H -1.121 1.222 1.705
H -1.705 0.271 3.080
H -3.519 0.283 1.476
H -2.849 -1.344 1.532
H -2.869 1.953 -0.293
H -3.516 1.326 -1.818
H -1.600 2.842 -2.249
H -1.230 1.197 -2.807
H 1.666 2.885 -2.128
H 1.322 1.261 -2.764
H 2.845 1.930 -0.154
H 3.561 1.358 -1.669
F -0.019 -2.728 -0.821
B -0.006 -4.294 -0.313
F 0.611 -4.921 -1.328
F -1.331 -4.533 -0.147
F 0.713 -4.159 0.848
*
```

## Properties
- Max |F|: 1.019 eV/A
- Relative energy (zero: lowest compared OMol25 entry of this formula, charge and spin): 0.1635 eV
- ⟨S²⟩: 2.014
- M: 524.255 g mol⁻¹
- Frontier orbital gap (alpha / beta): 9.107 / 5.974 eV

---

The following is a DFT calculation (the ωB97M-V functional and the def2-TZVPD basis) of one molecule with the formula C6H9NO3.

ORCA input file:
```
! wB97M-V def2-TZVPD RIJCOSX def2/J DEFGRID3
* xyz 0 1
C 2.029 -0.569 -0.020
C 0.535 -0.300 -0.155
C -0.277 -1.530 -0.618
C -1.529 -1.511 0.259
O -1.186 -0.718 1.410
C -0.084 -0.001 1.221
O 0.342 0.759 2.052
C 0.251 0.908 -1.038
N 1.013 1.480 -1.877
H 2.195 -1.393 0.686
H 2.451 -0.870 -0.988
H 2.560 0.318 0.349
H -0.528 -1.499 -1.684
H 0.309 -2.438 -0.433
H -2.384 -1.035 -0.233
H -1.821 -2.502 0.620
O -1.055 1.197 -1.069
H 1.973 1.152 -1.807
H -1.299 1.208 -2.035
*
```

## Properties
- Max |F|: 2.096 eV/A
- Relative energy (zero: lowest compared OMol25 entry of this formula, charge and spin): 0.0000 eV
- Structure (SMILES): [H]/N=C(/O)[C@]1(C)CCOC1=O
- M: 143.142 g mol⁻¹
- Frontier orbital gap: 10.747 eV

---

The following is a DFT calculation (the ωB97M-V functional and the def2-TZVPD basis) of C58H46Cl4MnNO4P2STe as an isolated structure.

ORCA input file:
```
! wB97M-V def2-TZVPD RIJCOSX def2/J DEFGRID3
* xyz 1 4
Mn 0.278 0.546 0.504
Cl -3.405 -4.370 -2.169
C -2.487 -3.403 -1.081
C -2.251 -3.841 0.221
Cl -2.879 -5.350 0.757
C -1.499 -3.055 1.103
Cl -1.164 -3.573 2.715
C -0.999 -1.841 0.668
O -0.272 -1.001 1.412
C -1.243 -1.393 -0.638
O -0.678 -0.225 -0.933
C -1.975 -2.176 -1.513
Cl -2.215 -1.604 -3.127
Te 1.934 2.483 4.848
C 0.294 2.423 6.174
C -0.864 3.166 5.995
C -1.905 2.984 6.895
N -1.853 2.153 7.929
C -0.733 1.463 8.100
C 0.366 1.556 7.255
C 1.052 1.499 3.306
P 1.947 0.398 2.189
C 2.058 -1.197 3.045
C 2.331 -2.330 2.285
C 2.446 -3.567 2.892
C 2.275 -3.685 4.266
C 1.985 -2.564 5.026
C 1.873 -1.319 4.418
C 3.659 0.979 2.064
C 4.551 0.762 3.117
C 5.836 1.278 3.061
C 6.245 2.000 1.948
C 5.375 2.191 0.885
C 4.087 1.680 0.938
P -0.539 1.657 2.466
C -1.813 0.945 3.543
C -2.995 1.620 3.837
C -3.919 1.054 4.702
C -3.664 -0.179 5.282
C -2.493 -0.858 4.980
C -1.570 -0.305 4.108
C -1.065 3.375 2.192
C -0.487 4.529 2.706
C -1.010 5.778 2.398
C -2.127 5.886 1.586
C -2.719 4.740 1.072
C -2.183 3.496 1.361
H -0.979 3.866 5.181
H -2.828 3.540 6.773
H -0.706 0.794 8.952
H 1.244 0.953 7.446
H 2.433 -2.242 1.212
H 2.646 -4.446 2.294
H 2.353 -4.655 4.739
H 1.838 -2.654 6.094
H 1.630 -0.454 5.020
H 4.249 0.172 3.974
H 6.521 1.108 3.881
H 7.251 2.396 1.901
H 5.703 2.724 0.002
H 3.428 1.784 0.088
H -3.202 2.592 3.411
H -4.835 1.584 4.929
H -4.382 -0.614 5.965
H -2.298 -1.831 5.413
H -0.676 -0.858 3.855
H 0.390 4.472 3.338
H -0.540 6.666 2.799
H -2.536 6.860 1.354
H -3.599 4.813 0.446
H -2.647 2.607 0.944
C -1.140 3.430 -2.118
C -0.114 3.328 -1.032
O 0.030 2.250 -0.462
C 0.746 4.481 -0.691
C 0.596 5.706 -1.337
C 1.412 6.773 -0.998
C 2.382 6.616 -0.018
C 2.541 5.395 0.628
C 1.719 4.334 0.296
H -1.733 2.519 -2.133
H -0.623 3.540 -3.075
H -1.777 4.302 -1.985
H -0.152 5.832 -2.109
H 1.298 7.724 -1.500
H 3.022 7.448 0.245
H 3.301 5.273 1.389
H 1.831 3.384 0.798
O 1.923 0.310 -0.842
S 1.836 -0.665 -2.025
C 1.016 0.222 -3.382
C 1.762 1.372 -3.985
C 2.112 1.348 -5.331
C 2.814 2.404 -5.895
C 3.185 3.490 -5.118
C 2.852 3.516 -3.770
C 2.146 2.464 -3.210
C 3.526 -0.663 -2.647
C 4.548 -1.118 -1.641
C 4.325 -2.170 -0.765
C 5.299 -2.538 0.152
C 6.509 -1.863 0.193
C 6.747 -0.824 -0.694
C 5.769 -0.453 -1.603
H 0.073 0.499 -2.903
H 0.781 -0.542 -4.127
H 1.825 0.503 -5.945
H 3.073 2.375 -6.945
H 3.733 4.311 -5.560
H 3.144 4.356 -3.150
H 1.927 2.458 -2.152
H 3.752 0.353 -2.965
H 3.514 -1.305 -3.535
H 3.391 -2.721 -0.806
H 5.112 -3.355 0.835
H 7.267 -2.150 0.909
H 7.693 -0.300 -0.677
H 5.950 0.370 -2.285
*
```

## Properties
- Max |F|: 0.739 eV/A
- Relative energy (zero: lowest compared OMol25 entry of this formula, charge and spin): 0.0000 eV
- ⟨S²⟩: 3.796
- M: 1239.374 g mol⁻¹
- Frontier orbital gap (alpha / beta): 6.458 / 5.068 eV

---

The following is a DFT calculation (the ωB97M-V functional and the def2-TZVPD basis) of a 2-piece molecular cluster, C4H9NO2 overall.

ORCA input file:
```
! wB97M-V def2-TZVPD RIJCOSX def2/J DEFGRID3
* xyz 0 1
C 0.455 -0.546 -2.792
C 0.117 -0.127 -1.393
N -1.020 -0.130 -0.824
C 0.684 1.396 1.648
O 1.483 0.562 1.295
O -0.418 1.167 2.349
C -0.735 -0.223 2.520
H -0.427 -0.846 -3.368
H 0.974 0.262 -3.321
H 1.152 -1.390 -2.735
H 0.967 0.188 -0.783
H 0.779 2.469 1.427
H -1.746 -0.452 -1.473
H -1.586 -0.258 3.200
H -0.996 -0.630 1.540
H 0.118 -0.763 2.938
*
```

## Properties
- Max |F|: 0.539 eV/A
- Relative energy (zero: lowest compared OMol25 entry of this formula, charge and spin): 1.7534 eV
- Structure (SMILES): [H]/N=C\C.COC=O
- M: 103.121 g mol⁻¹
- Frontier orbital gap: 11.067 eV

---

The following is a DFT calculation (the ωB97M-V functional and the def2-TZVPD basis) of an isolated ion of composition C2H2N3O4S and charge -1.

ORCA input file:
```
! wB97M-V def2-TZVPD RIJCOSX def2/J DEFGRID3
* xyz -1 1
C 1.788 0.626 -0.019
C 0.656 -1.466 0.042
N 1.753 -0.606 0.061
N -2.167 1.008 -0.706
N -0.551 -0.944 0.414
O 2.660 1.425 -0.182
O 0.795 -2.649 -0.221
O -1.253 1.159 1.715
O 0.282 1.359 -0.228
S -1.013 0.790 0.293
H -1.851 1.129 -1.686
H -1.099 -1.831 0.517
*
```

## Properties
- Max |F|: 3.505 eV/A
- Relative energy (zero: lowest compared OMol25 entry of this formula, charge and spin): 0.7099 eV
- Structure (SMILES): N=[S@@]1(=O)NC([O-])=NC(=O)O1
- M: 164.122 g mol⁻¹
- Frontier orbital gap: 9.493 eV

---

The following is a DFT calculation (the ωB97M-V functional and the def2-TZVPD basis) of one molecule with the formula C3H6N2O2.

ORCA input file:
```
! wB97M-V def2-TZVPD RIJCOSX def2/J DEFGRID3
* xyz 0 1
N -2.102 -0.127 -0.107
C -0.746 -0.119 0.049
O -0.200 0.917 -0.647
C -0.031 -1.281 0.513
O 0.128 -0.231 1.434
C 1.125 1.158 -0.334
N 1.990 0.734 -1.138
H -2.594 0.694 -0.429
H -2.628 -0.974 0.034
H 0.825 -1.650 -0.052
H -0.681 -2.075 0.893
H 1.252 1.732 0.586
H 2.918 1.016 -0.833
*
```

## Properties
- Max |F|: 1.073 eV/A
- Relative energy (zero: lowest compared OMol25 entry of this formula, charge and spin): 3.6242 eV
- Structure (SMILES): [H]/N=C/O[C@@]1(N)CO1
- M: 102.093 g mol⁻¹
- Frontier orbital gap: 10.306 eV

---

The following is a DFT calculation (the ωB97M-V functional and the def2-TZVPD basis) of one molecule with the formula C6H10N2O.

ORCA input file:
```
! wB97M-V def2-TZVPD RIJCOSX def2/J DEFGRID3
* xyz 0 1
C -1.880 -1.705 0.227
C -2.589 0.671 0.268
C -2.839 -0.724 0.132
C 1.095 -0.245 0.980
C 1.982 0.959 0.833
C 0.220 0.005 -1.282
N -0.522 -1.651 0.372
N 0.163 -0.598 0.119
O -3.474 1.459 0.077
H -2.114 -2.793 0.120
H -1.483 1.045 0.604
H -3.867 -1.145 -0.020
H 1.315 -1.064 1.699
H 2.074 1.204 -0.204
H 3.002 0.889 1.331
H 1.457 1.778 1.315
H 1.220 -0.166 -1.792
H -0.562 -0.481 -1.867
H 0.046 1.080 -1.361
*
```

## Properties
- Max |F|: 4.304 eV/A
- Relative energy (zero: lowest compared OMol25 entry of this formula, charge and spin): 4.2535 eV
- M: 126.159 g mol⁻¹
- Frontier orbital gap (alpha / beta): 7.649 / 7.647 eV

---

The following is a DFT calculation (the ωB97M-V functional and the def2-TZVPD basis) of an isolated ion of composition C9H9O4P and charge -2.

ORCA input file:
```
! wB97M-V def2-TZVPD RIJCOSX def2/J DEFGRID3
* xyz -2 1
C 1.961 -2.295 -0.122
C 1.514 -1.697 1.065
C 1.450 -1.770 -1.289
C 0.457 -0.783 1.076
C 0.543 -0.704 -1.300
C 0.029 -0.170 -0.111
C -2.584 2.773 0.570
C -1.858 1.649 0.787
C -1.616 0.604 -0.194
O -3.966 -0.830 0.120
O -2.190 -1.839 -1.354
O -1.824 -1.769 1.214
O -1.699 0.925 -1.524
P -2.502 -1.156 0.022
H 2.805 -2.976 -0.079
H 1.878 -2.192 2.076
H 1.747 -2.133 -2.207
H -0.038 -0.700 2.019
H 0.177 -0.285 -2.312
H -2.854 3.669 1.285
H -2.992 2.990 -0.420
H -1.745 1.292 1.790
H -1.859 0.018 -1.887
*
```

## Properties
- Max |F|: 4.654 eV/A
- Relative energy (zero: lowest compared OMol25 entry of this formula, charge and spin): 1.7613 eV
- Structure (SMILES): C=C[C@@](O)(c1ccccc1)P(=O)([O-])[O-]
- M: 212.141 g mol⁻¹
- Frontier orbital gap: 6.143 eV